Record 1
Below is a molecular structure, C55H47MgN6OPS in a non-equilibrium geometry, with properties calculated with the ωB97M-V functional and the def2-TZVPD basis.

The geometry in XYZ format:
```
112
Properties=species:S:1:pos:R:3:mulliken_charge:R:1
S 2.978 -0.284 -1.270 0.47
P -1.442 -0.236 2.621 -0.50
Mg -0.242 0.073 -0.477 0.39
O 1.643 0.275 -0.838 -1.04
N -2.221 -0.450 -0.097 0.12
N 0.441 -2.392 2.663 0.39
N 0.177 -1.432 0.716 0.77
N -3.840 -0.848 1.339 0.46
N -0.477 1.606 0.746 0.48
N -0.332 2.372 2.795 0.39
C 3.862 1.023 -2.154 0.70
C 0.226 -2.754 4.038 -1.03
C 1.988 4.944 2.123 -0.03
C -3.338 -1.069 -5.028 -0.62
C 2.869 -3.276 -0.928 -0.05
C 0.541 6.664 3.740 -0.81
C 3.778 -6.327 2.722 -0.46
C 2.878 -6.428 1.672 -0.92
C 5.042 1.547 -4.174 -0.72
C 3.392 -3.451 -2.195 -0.76
C 4.904 3.159 -2.398 -0.87
C 1.352 -2.630 -3.164 -0.39
C 4.146 2.278 -1.644 0.21
C -0.174 -1.394 1.987 -0.49
C 4.302 0.655 -3.418 -0.60
C 0.474 4.880 -0.766 -0.53
C -4.364 -1.079 0.099 0.47
C -0.012 2.882 0.669 0.27
C 1.019 4.582 -3.091 -0.72
C 2.569 6.110 2.585 -0.75
C 5.354 2.794 -3.657 -0.54
C 1.584 -2.756 -0.770 -0.35
C -3.326 -0.925 -2.248 0.56
C -2.483 -0.186 -4.384 -0.74
C -3.330 -0.819 -0.795 -0.40
C 3.850 -5.155 3.456 -0.86
C 3.015 -4.093 3.158 -0.34
C -0.043 5.491 3.290 -0.15
C -6.593 -0.768 -0.955 0.00
C -4.557 -0.916 2.582 -1.04
C -8.439 -2.191 -0.366 -0.46
C -2.477 -0.114 -3.002 0.10
C 0.839 5.406 -1.993 -0.95
C -6.280 -2.569 0.609 -0.22
C 0.820 -2.454 -1.900 -0.09
C 0.675 4.624 2.471 -0.44
C -4.173 -1.892 -4.287 -0.87
C 1.231 -3.073 1.774 1.06
C 2.038 -5.372 1.367 -0.06
C 1.843 6.976 3.388 -0.45
C -2.548 -0.474 1.191 -0.48
C 0.099 3.375 1.965 0.24
C 0.268 3.506 -0.621 0.90
C 0.751 3.228 -2.973 -0.65
C -7.924 -1.124 -1.087 -0.81
C 1.034 -2.466 0.544 -0.51
C 2.641 -3.122 -3.313 -0.82
C -0.350 2.417 4.235 -0.95
C 3.970 -0.247 0.259 -1.18
C -4.167 -1.826 -2.905 -0.52
C -7.611 -2.920 0.471 -0.81
C 2.092 -4.199 2.120 0.11
C -5.759 -1.482 -0.094 -0.22
C -0.668 1.312 2.023 -0.42
C 0.354 2.705 -1.760 1.56
H 5.949 3.482 -4.238 0.43
H 0.487 3.020 4.589 0.39
H 0.993 6.468 -2.095 0.49
H 0.469 -3.808 4.162 0.43
H 4.952 -0.642 0.021 0.45
H -0.211 -2.123 -1.788 0.39
H -1.276 2.862 4.607 0.34
H 0.856 -2.170 4.712 0.32
H 0.124 1.645 -1.680 -1.44
H -4.204 -0.137 3.257 0.42
H 0.858 2.583 -3.831 0.55
H 2.550 4.267 1.494 0.55
H 0.757 -2.407 -4.039 0.58
H 4.059 -0.328 -3.793 0.44
H -1.838 0.463 -4.960 0.50
H 1.339 -5.454 0.548 0.56
H -1.853 0.622 -2.497 0.47
H 2.826 -7.334 1.089 0.46
H 0.339 5.542 0.073 0.61
H -3.359 -1.106 -6.106 0.44
H 4.389 -3.844 -2.316 0.48
H 5.377 1.271 -5.160 0.44
H -4.833 -2.584 -4.789 0.45
H 3.777 2.572 -0.672 0.06
H 5.151 4.131 -2.000 0.44
H -4.427 -1.888 3.060 0.32
H 3.048 -3.274 -4.301 0.48
H 3.482 -0.891 0.984 0.28
H -0.264 1.404 4.633 0.35
H 4.422 -7.160 2.961 0.44
H -8.564 -0.568 -1.755 0.44
H 3.455 -3.531 -0.060 0.50
H 3.102 -3.168 3.712 0.44
H 1.351 4.990 -4.032 0.46
H -6.195 0.068 -1.509 0.50
H -0.822 -2.588 4.293 0.40
H 4.556 -5.067 4.266 0.43
H -9.482 -2.454 -0.458 0.43
H -5.637 -3.159 1.246 0.49
H 3.588 6.347 2.317 0.43
H -5.618 -0.766 2.392 0.45
H -4.811 -2.476 -2.333 0.64
H 2.298 7.886 3.749 0.43
H -1.064 5.266 3.558 0.49
H 4.059 0.763 0.643 0.46
H -0.025 7.340 4.364 0.42
H -8.001 -3.766 1.016 0.42
```

## Properties
HOMO-LUMO gap: 8.0 eV
E_LUMO: -4.4 eV
charge: +2
E_tot: -3467.2153 hartree
ΔE to the lowest compared entry with this formula, charge and spin: 27.8 kcal/mol

---

Record 2
Below is a molecular structure, C55H48BrN6O2P2Pt in a non-equilibrium geometry, with properties calculated with the ωB97M-V functional and the def2-TZVPD basis.

The geometry in XYZ format:
```
115
Properties=species:S:1:pos:R:3:mulliken_charge:R:1
Pt 0.135 -0.004 0.877 2.73
Br 3.650 -4.279 -0.602 -0.07
P -1.171 1.410 -0.462 0.65
P -0.763 -1.706 -0.636 1.02
O 1.875 -2.166 0.594 -0.27
O 1.575 -0.187 -0.427 0.37
N -1.991 1.222 4.425 -0.07
N -0.842 0.924 2.575 0.69
N -1.795 -0.245 -2.617 0.89
N -0.537 -1.706 2.968 -0.06
N 2.836 -0.544 4.091 -0.09
N 1.678 0.064 2.333 0.73
C -0.540 4.616 4.430 -0.85
C 2.885 0.765 2.306 -0.33
C -0.383 -4.044 0.859 0.03
C -1.278 -3.060 0.423 0.69
C -1.824 0.077 -6.305 -0.89
C 5.361 1.853 2.819 -0.81
C 0.291 3.219 2.619 -0.02
C 4.217 -2.592 -1.238 0.19
C -1.710 -1.124 3.603 -1.41
C -2.179 -0.423 -3.975 0.93
C -0.627 2.246 3.012 0.22
C -4.840 0.868 1.260 -0.74
C 5.188 -0.219 -2.335 -1.17
C 0.693 -1.773 3.752 -1.68
C -3.239 -1.255 -4.329 -0.39
C 1.486 -2.136 -4.031 -1.06
C -0.935 4.166 -0.066 -0.49
C -3.682 2.520 -0.653 -0.79
C 4.626 2.238 1.686 -1.30
C 1.462 -3.514 -4.194 -0.89
C 3.541 -1.388 -0.998 -0.32
C -0.285 5.378 -0.235 -0.97
C -1.409 3.639 4.868 -1.18
C -1.580 0.349 3.499 0.14
C -1.477 0.250 -4.974 -0.26
C 5.847 -1.420 -2.563 -0.71
C -3.084 -4.200 1.550 -0.78
C -2.632 -3.144 0.770 -1.36
C -1.250 1.035 -2.246 -1.52
C 0.280 -2.349 -1.958 1.17
C 5.362 -2.598 -2.021 -0.67
C 0.902 -1.552 -2.923 0.33
C 2.305 -1.315 -0.201 0.65
C 0.843 -4.311 -3.246 -1.05
C -3.567 -1.434 -5.664 -0.91
C 1.577 4.252 -1.271 -0.74
C -2.194 -5.173 1.982 -0.97
C 3.623 0.391 3.427 0.87
C 0.927 3.039 -1.128 -0.19
C -2.239 -1.161 -1.609 -2.00
C 0.966 5.423 -0.834 -0.82
C -0.340 2.995 -0.535 0.66
C 0.317 4.394 3.341 -1.48
C -5.614 1.805 0.587 -0.84
C -0.849 -5.095 1.631 -0.78
C -2.892 1.600 0.043 1.09
C -3.487 0.765 0.985 -0.16
C 0.257 -3.740 -2.127 -0.47
C -5.036 2.623 -0.371 -0.99
C 4.873 0.925 3.715 -1.06
C -2.863 -0.772 -6.660 -0.65
C 1.701 -0.716 3.399 0.08
C 3.383 1.707 1.411 0.11
C 4.045 -0.212 -1.564 -0.22
C -1.404 2.448 4.154 0.97
H 5.873 -3.533 -2.203 0.50
H -3.076 -0.812 -1.008 0.26
H -1.802 -1.391 4.664 0.79
H 5.434 0.629 4.589 0.51
H -0.161 -5.864 1.954 0.52
H -2.029 3.779 5.742 0.52
H -4.133 -4.272 1.803 0.55
H -0.654 0.910 -4.733 0.36
H 0.502 -1.740 4.832 0.59
H 6.331 2.298 2.993 0.48
H -0.487 5.556 4.961 0.47
H -2.605 -1.498 3.102 0.22
H 0.981 3.062 1.805 0.36
H 1.923 -3.964 -5.062 0.49
H 2.552 4.291 -1.736 0.55
H -2.897 0.002 1.472 -0.16
H 1.966 -1.509 -4.770 0.61
H -0.239 -4.389 -1.422 0.49
H -3.256 3.154 -1.420 0.52
H -3.839 -1.755 -3.580 0.51
H 1.026 5.163 3.068 0.57
H -2.536 0.994 5.243 0.29
H -0.753 6.287 0.115 0.50
H 3.094 -1.048 4.926 0.30
H 6.745 -1.444 -3.165 0.46
H 1.469 6.372 -0.963 0.46
H -1.888 4.140 0.446 0.54
H 0.956 -0.484 -2.809 0.14
H 5.051 2.970 1.013 0.56
H -5.640 3.339 -0.911 0.51
H 5.570 0.701 -2.755 0.47
H -6.671 1.886 0.799 0.48
H 0.666 -3.984 0.597 0.40
H -0.242 1.200 -2.645 0.80
H 0.810 -5.384 -3.371 0.54
H -4.392 -2.084 -5.923 0.43
H 2.824 2.008 0.536 0.29
H -2.547 -6.001 2.580 0.47
H -3.128 -0.907 -7.698 0.45
H -1.272 0.608 -7.068 0.43
H -5.298 0.211 1.987 0.54
H -2.539 -2.096 -2.090 1.13
H 3.527 0.719 -1.374 0.34
H -0.765 -2.628 2.617 -0.22
H -3.346 -2.409 0.428 0.37
H 1.406 2.127 -1.476 -0.12
H -1.859 1.873 -2.626 1.34
H 1.175 -2.733 3.545 0.66
```

## Properties
HOMO-LUMO gap: 4.9 eV
E_LUMO: -9.6 eV
charge: +3
E_tot: -5978.9657 hartree
ΔE to the lowest compared entry with this formula, charge and spin: 21.1 kcal/mol